DFT (the ωB97M-V functional and the def2-TZVPD basis) results for a cluster of 2 separate species, C4H4ClI in total.

Atoms and positions in Å:
C: 1.26953 -1.18240 -1.03609
C: 0.42126 -0.14777 -0.81733
C: -1.65496 1.63406 0.74226
C: 0.13258 0.19227 0.47105
Cl: 1.23283 -0.17699 1.77352
I: -2.20417 1.57601 2.69364
H: 1.54232 -1.51509 -2.14604
H: 1.56703 -1.72260 -0.16143
H: -0.08363 0.37037 -1.55438
H: -2.22278 0.97214 0.03480

energy above the lowest of the compared OMol25 structures with the same formula, charge and spin = 0.00 kJ/mol
E = -912.43389 hartree
total charge = 0

***

DFT (the ωB97M-V functional and the def2-TZVPD basis) results for a structure of composition C4H4ClN.

Atoms and positions in Å:
C: -0.03463 0.02413 1.52687
C: -0.69735 0.18928 0.24252
C: 0.26794 -1.08697 0.99314
C: -0.10721 0.47404 -0.96162
N: 1.05597 0.02510 -1.22722
Cl: 1.60817 0.62270 -2.62544
H: -0.22549 0.49959 2.43452
H: -1.81223 0.22711 0.28978
H: 0.56854 -2.10061 0.95551
H: -0.62370 1.12565 -1.62806

energy above the lowest of the compared OMol25 structures with the same formula, charge and spin = 491.72 kJ/mol
E = -669.57423 hartree
total charge = 0

***

DFT (the ωB97M-V functional and the def2-TZVPD basis) results for an isolated molecule of C4H4ClN3O2.

Atoms and positions in Å:
O: 2.44979 -1.51864 0.14359
N: 1.96671 -0.49692 -0.29579
O: 2.46745 0.23454 -1.16229
N: 0.80208 -0.12166 0.21417
C: 0.07694 -1.05713 0.98114
N: -1.19803 -1.20282 0.98240
C: -1.94437 -0.37069 0.09809
C: -1.40928 0.76669 -0.45893
C: 0.06449 1.04760 -0.39747
Cl: 0.33946 2.54964 0.60521
H: 0.71982 -1.83509 1.25220
H: -2.98294 -0.60237 0.16578
H: -2.02863 1.49924 -0.81445
H: 0.67650 1.10761 -1.31366

energy above the lowest of the compared OMol25 structures with the same formula, charge and spin = 427.37 kJ/mol
E = -929.59758 hartree
total charge = 0
SMILES string = O=[N+]([O-])N1C=NC=C[C@H]1Cl

***

DFT (the ωB97M-V functional and the def2-TZVPD basis) results for an isolated molecule of C4H4ClNO2.

Atoms and positions in Å:
O: 0.94852 -0.90419 -1.60530
C: 0.17061 -0.53809 -0.50347
C: -0.41152 -1.10772 0.74884
C: -0.64967 0.07563 1.41459
Cl: -1.97062 0.08097 2.52903
N: -0.25760 1.26702 0.70426
C: 0.24239 0.88288 -0.49554
O: 1.06521 1.58900 -1.32636
H: 0.60626 -1.93878 -1.88872
H: -0.88037 -2.06278 0.88846
H: -0.17694 2.08515 1.34006
H: 1.31372 0.57091 -1.80584

energy above the lowest of the compared OMol25 structures with the same formula, charge and spin = 289.24 kJ/mol
E = -820.13808 hartree
total charge = 0
SMILES string = Oc1cc(Cl)[nH]c1O

***

> The lowest E belongs to which entry?

C4H4ClN3O2

***

Copy entry 1 word for word.
DFT (the ωB97M-V functional and the def2-TZVPD basis) results for a cluster of 2 separate species, C4H4ClI in total.

Atoms and positions in Å:
C: 1.26953 -1.18240 -1.03609
C: 0.42126 -0.14777 -0.81733
C: -1.65496 1.63406 0.74226
C: 0.13258 0.19227 0.47105
Cl: 1.23283 -0.17699 1.77352
I: -2.20417 1.57601 2.69364
H: 1.54232 -1.51509 -2.14604
H: 1.56703 -1.72260 -0.16143
H: -0.08363 0.37037 -1.55438
H: -2.22278 0.97214 0.03480

energy above the lowest of the compared OMol25 structures with the same formula, charge and spin = 0.00 kJ/mol
E = -912.43389 hartree
total charge = 0

***

Repeat the first record exactly.
DFT (the ωB97M-V functional and the def2-TZVPD basis) results for a cluster of 2 separate species, C4H4ClI in total.

Atoms and positions in Å:
C: 1.26953 -1.18240 -1.03609
C: 0.42126 -0.14777 -0.81733
C: -1.65496 1.63406 0.74226
C: 0.13258 0.19227 0.47105
Cl: 1.23283 -0.17699 1.77352
I: -2.20417 1.57601 2.69364
H: 1.54232 -1.51509 -2.14604
H: 1.56703 -1.72260 -0.16143
H: -0.08363 0.37037 -1.55438
H: -2.22278 0.97214 0.03480

energy above the lowest of the compared OMol25 structures with the same formula, charge and spin = 0.00 kJ/mol
E = -912.43389 hartree
total charge = 0

***

> What is the formula in the second record?

C4H4ClN